48
Properties=species:S:1:pos:R:3:forces:R:3 method="wB97M-V/def2-TZVPD" total_charge=-2 fmax_ev_per_a=1.37 total_energy_ha=-4342.222816 homo_ev=0.2 homo_lumo_gap_ev=4.014
Pd -0.614 -0.035 -0.760 0.01 1.36 -0.13
O 0.024 -2.685 -1.075 -0.16 -1.24 -0.31
As -1.334 -2.716 -2.213 -0.30 -0.26 -0.17
O -1.262 -4.154 -3.021 0.07 -0.11 0.08
O -1.350 -1.315 -3.071 -0.07 0.15 0.04
C -3.025 -2.871 -1.125 0.18 -0.09 -0.16
C -3.793 -3.897 -1.688 0.10 -0.03 -0.10
C -5.055 -4.234 -1.231 -0.01 -0.12 -0.13
C -5.593 -3.535 -0.171 -0.12 0.04 0.11
C -4.855 -2.519 0.409 -0.14 0.00 0.05
C -3.584 -2.172 -0.045 0.01 0.16 0.15
S -2.867 -0.804 0.932 -0.39 0.04 0.19
O -1.501 -1.213 1.268 -0.03 0.02 -0.21
O -3.729 -0.721 2.108 0.09 -0.08 0.12
O -2.942 0.399 0.113 -0.10 -0.15 -0.08
H 0.054 -1.718 -0.887 0.63 0.53 0.39
H -3.338 -4.437 -2.512 -0.01 -0.03 0.03
H -5.608 -5.041 -1.703 0.02 0.02 0.00
H -6.578 -3.777 0.216 0.00 0.02 0.00
H -5.249 -1.967 1.248 -0.03 0.01 0.05
C 3.616 -2.284 1.161 -0.16 0.07 0.06
S 2.285 -1.262 1.851 0.03 -0.33 -0.05
C 1.053 -2.565 1.918 0.14 0.10 0.07
O 1.897 -0.341 0.757 0.26 0.36 0.05
H 3.932 -3.025 1.890 0.04 -0.13 0.10
H 4.443 -1.621 0.920 0.05 0.08 0.00
H 3.241 -2.757 0.257 -0.05 -0.03 -0.09
H 1.413 -3.340 2.597 0.01 -0.05 0.02
H 0.874 -2.935 0.907 0.00 -0.05 -0.04
H 0.129 -2.117 2.275 -0.03 0.02 0.02
N 0.523 1.378 -1.847 0.06 -0.12 -0.28
C 0.895 2.356 -1.337 -0.15 -0.31 0.06
N 1.367 3.482 -0.818 -0.11 0.11 0.05
C 2.495 4.168 -1.399 0.16 0.04 -0.06
C 3.693 4.117 -0.436 0.02 0.03 -0.05
C 3.205 4.042 1.018 0.02 -0.01 0.05
C 1.881 4.781 1.182 -0.02 -0.01 -0.02
C 0.784 4.069 0.377 -0.13 0.07 0.18
H 2.212 5.211 -1.604 0.04 -0.02 -0.01
H 2.727 3.698 -2.355 -0.01 0.06 0.07
H 4.321 5.001 -0.589 0.00 0.00 -0.01
H 4.303 3.240 -0.658 0.03 0.00 -0.01
H 3.962 4.448 1.694 -0.01 -0.03 -0.02
H 3.053 2.997 1.291 -0.01 -0.04 0.02
H 1.993 5.816 0.845 0.01 0.02 0.00
H 1.585 4.820 2.232 -0.02 0.02 -0.01
H -0.021 4.773 0.118 0.05 -0.07 0.01
H 0.339 3.261 0.960 0.03 -0.01 -0.06

***

52
Properties=species:S:1:pos:R:3:forces:R:3 method="wB97M-V/def2-TZVPD" total_charge=0 fmax_ev_per_a=1.23 total_energy_ha=-6029.407778 homo_ev=-9.3 homo_lumo_gap_ev=9.823
C 2.049 2.959 6.243 0.69 0.23 0.18
C 1.595 4.405 6.116 0.67 0.09 0.06
Br 2.845 5.830 6.533 -0.17 -0.95 -0.03
C 0.376 4.715 5.724 -1.03 0.40 -0.53
Si -0.937 3.397 5.296 0.69 0.46 0.26
Br -0.192 6.550 5.537 -0.05 -0.63 0.04
H 3.144 2.901 6.324 -0.39 0.08 0.12
H 1.782 2.365 5.358 -0.11 0.29 0.27
H 1.609 2.495 7.140 0.15 0.13 -0.29
H -0.268 2.299 4.586 -0.05 -0.09 -0.13
H -1.407 2.868 6.585 -0.27 -0.04 0.04
H -1.983 3.998 4.463 -0.14 0.03 0.03
C 1.707 -0.465 0.434 -0.02 -0.08 0.13
C 0.204 -0.726 0.442 0.08 0.02 -0.16
C -0.593 0.315 -0.344 -0.08 -0.04 0.05
C -0.500 1.744 0.195 0.11 0.01 0.00
C -0.938 1.915 1.648 -0.14 0.08 -0.11
C -2.405 1.565 1.878 0.10 -0.01 0.15
H 1.954 0.487 0.906 0.01 -0.01 -0.03
H 2.232 -1.250 0.983 0.04 0.03 -0.03
H 2.094 -0.454 -0.588 0.00 0.04 0.02
H -0.154 -0.784 1.473 -0.04 0.01 -0.01
H 0.020 -1.709 -0.002 -0.04 0.01 0.05
H -1.641 0.004 -0.377 0.00 0.03 -0.02
H -0.247 0.314 -1.384 0.01 -0.01 0.01
H -1.112 2.393 -0.440 -0.01 0.00 0.03
H 0.526 2.108 0.091 -0.01 -0.02 -0.02
H -0.781 2.959 1.936 0.06 -0.03 0.01
H -0.309 1.317 2.313 0.03 0.00 -0.04
H -3.055 2.189 1.260 -0.01 -0.04 -0.01
H -2.676 1.733 2.923 -0.07 -0.02 -0.04
H -2.612 0.519 1.650 -0.02 0.02 -0.01
C -1.635 -1.123 -4.091 -0.11 -0.10 0.05
C -0.920 -2.142 -3.211 0.06 0.15 0.00
C 0.576 -2.249 -3.507 0.00 -0.09 0.08
C 0.924 -2.726 -4.918 -0.06 0.08 -0.05
C 0.339 -4.084 -5.304 0.17 -0.04 0.02
C 0.847 -5.227 -4.430 -0.15 -0.05 -0.08
H -1.581 -1.393 -5.148 0.01 0.04 0.01
H -2.691 -1.063 -3.822 0.01 0.05 -0.04
H -1.200 -0.128 -3.968 0.01 -0.02 -0.04
H -1.402 -3.118 -3.311 0.04 -0.02 -0.01
H -1.043 -1.845 -2.166 -0.01 -0.06 -0.01
H 1.033 -2.918 -2.771 0.02 0.01 -0.02
H 1.040 -1.269 -3.348 -0.02 0.00 0.01
H 2.014 -2.769 -5.009 -0.01 -0.03 -0.01
H 0.594 -1.980 -5.648 0.01 0.01 0.03
H 0.610 -4.294 -6.342 -0.05 0.03 0.00
H -0.753 -4.054 -5.272 0.01 0.04 0.00
H 1.935 -5.306 -4.487 -0.01 0.02 0.05
H 0.424 -6.177 -4.764 0.05 -0.01 0.05
H 0.566 -5.092 -3.384 0.04 -0.01 0.00

***

269
Properties=species:S:1:pos:R:3:forces:R:3 method="wB97M-V/def2-TZVPD" total_charge=+3 fmax_ev_per_a=4.06 total_energy_ha=-5848.642824 homo_ev=-14.1 homo_lumo_gap_ev=9.477
C -0.672 -5.553 0.414 0.11 0.29 -0.20
O 0.705 -5.537 0.064 0.26 -0.77 -1.25
C 1.026 -6.681 -0.772 -1.40 0.75 -0.38
C 2.321 -6.418 -1.488 -0.84 0.59 2.08
N 3.335 -6.147 -0.422 0.81 0.23 -0.31
H 4.212 -5.735 -0.774 -0.32 0.62 -0.13
H 2.910 -5.490 0.232 0.16 0.26 0.25
C 3.893 -7.367 0.253 -2.64 0.39 1.54
C 5.105 -7.001 1.013 -0.92 -0.61 1.65
O 5.917 -6.415 0.094 1.70 0.61 0.14
C 7.038 -5.715 0.704 -2.22 0.64 1.02
H -0.729 -4.974 1.325 -0.33 -0.03 0.41
H -1.021 -6.583 0.532 -0.07 0.11 0.29
H -1.291 -5.067 -0.349 0.13 -0.13 -0.12
H 0.264 -6.915 -1.564 0.35 0.58 0.71
H 1.033 -7.505 -0.087 0.34 -0.93 0.20
H 2.138 -5.548 -2.101 0.52 0.15 -0.40
H 2.594 -7.309 -1.969 0.57 -0.92 -1.24
H 4.079 -7.993 -0.548 0.67 -1.64 -1.40
H 3.114 -7.815 0.908 0.48 0.26 -0.47
H 5.502 -7.888 1.534 0.26 -0.09 -0.52
H 4.793 -6.371 1.867 0.25 0.48 -0.39
H 7.163 -5.992 1.774 0.35 -0.43 -0.90
H 6.736 -4.672 0.747 0.21 0.28 -0.21
H 7.842 -5.852 0.051 1.50 -0.27 -0.48
C -5.890 -6.244 -1.011 1.05 0.31 1.95
O -5.632 -6.142 0.435 -0.63 0.68 -0.34
C -6.782 -5.949 1.231 -0.92 -1.70 -2.91
C -6.437 -6.569 2.534 -0.90 -0.35 1.71
N -7.630 -6.338 3.470 1.17 1.05 0.95
H -7.775 -5.326 3.525 0.00 -0.05 0.03
H -8.502 -6.700 3.092 -0.26 -0.58 0.06
C -7.412 -6.892 4.884 -1.78 -1.62 -1.43
C -8.782 -7.088 5.607 1.54 0.30 -1.33
O -9.637 -7.567 4.617 1.00 0.43 -0.81
C -10.949 -7.584 5.039 -1.85 -1.95 0.83
H -6.363 -5.350 -1.451 0.16 -0.56 0.24
H -6.362 -7.185 -1.118 -1.34 -0.67 -0.62
H -4.892 -6.446 -1.331 0.62 0.50 -0.93
H -7.654 -6.569 0.767 1.06 0.93 0.69
H -7.121 -4.900 1.191 0.22 -0.13 0.64
H -5.591 -6.071 2.998 0.16 -0.06 0.05
H -6.273 -7.677 2.531 -0.09 1.10 -0.43
H -6.664 -6.358 5.407 0.61 0.80 0.41
H -7.044 -7.894 4.630 0.07 0.14 0.50
H -9.163 -6.231 6.125 -0.24 0.96 -0.02
H -8.627 -7.822 6.350 0.25 -1.03 1.03
H -11.366 -6.595 5.215 -0.06 0.13 -0.11
H -11.029 -8.202 5.962 0.01 0.61 -0.17
H -11.536 -8.187 4.325 0.19 0.74 -0.01
C 5.055 0.390 -1.604 -0.13 0.24 0.46
O 4.993 1.692 -0.941 -2.23 -1.12 -0.78
C 3.651 1.727 -0.360 2.04 -0.80 3.18
C 3.331 3.122 -0.051 1.71 1.74 -0.49
N 3.309 3.737 -1.393 -0.83 1.43 -1.80
H 3.858 3.109 -2.104 -0.64 1.69 1.60
H 2.336 3.658 -1.748 0.25 0.15 0.06
C 3.698 5.229 -1.327 0.01 0.00 1.45
C 3.777 5.845 -2.703 -0.50 0.66 1.27
O 2.566 5.425 -3.314 0.43 0.42 0.16
C 2.662 5.413 -4.701 -1.30 0.89 -1.69
H 5.078 -0.345 -0.819 0.37 -0.54 0.32
H 5.951 0.364 -2.194 0.41 -0.02 -0.20
H 4.181 0.091 -2.225 0.33 0.92 0.15
H 3.576 1.181 0.602 0.61 -0.11 -0.52
H 2.950 1.272 -0.974 -1.33 -0.63 -1.51
H 4.199 3.635 0.410 -0.26 -0.72 0.25
H 2.472 3.439 0.525 -0.37 -0.57 -0.22
H 4.686 5.224 -0.857 -0.04 0.10 -0.14
H 3.030 5.808 -0.585 0.54 -1.38 -1.33
H 4.687 5.482 -3.145 0.20 -0.60 -0.92
H 3.949 6.973 -2.647 -0.71 -1.21 -0.03
H 2.692 4.443 -5.158 0.30 -0.96 0.29
H 3.536 5.961 -5.007 0.26 0.34 -0.44
H 1.750 5.863 -5.196 0.95 -0.05 0.73
C -3.189 -1.535 -0.431 -0.46 2.71 0.11
O -2.286 -0.460 -0.866 1.33 -2.55 -1.79
C -1.513 -1.067 -1.996 0.09 1.07 0.67
C -0.348 -1.999 -1.570 -1.39 1.27 1.16
N 0.599 -1.203 -0.700 0.88 -0.45 -2.00
H 1.505 -1.669 -0.667 0.39 -0.21 -0.18
H 0.736 -0.305 -1.112 0.35 1.08 -0.76
C 0.190 -1.031 0.649 -2.48 -0.45 2.04
C 1.144 -0.348 1.551 2.12 0.67 -1.23
O 1.395 1.034 1.113 -0.65 -0.74 0.42
C 0.419 1.908 1.701 -0.31 -1.27 0.03
H -2.738 -2.417 0.027 0.15 0.39 0.21
H -3.761 -1.807 -1.303 -0.32 -0.49 -0.31
H -3.841 -0.910 0.200 0.08 -1.16 0.42
H -1.188 -0.264 -2.705 0.02 -0.38 0.94
H -2.201 -1.680 -2.534 -0.42 -0.53 -0.56
H 0.079 -2.501 -2.435 0.47 0.24 0.22
H -0.712 -2.739 -0.858 -0.16 -0.36 -0.44
H -0.096 -2.036 1.001 0.33 0.40 0.37
H -0.720 -0.441 0.748 -0.19 -0.30 -0.72
H 2.141 -0.877 1.469 -0.94 0.75 0.75
H 0.645 -0.289 2.507 0.43 -0.42 0.60
H -0.582 1.490 1.520 0.04 0.15 0.33
H 0.425 2.862 1.234 0.38 0.65 -0.49
H 0.608 1.997 2.777 -0.13 0.01 0.00
C 1.972 -5.869 -6.147 0.35 -0.78 1.31
C 2.928 -4.685 -5.975 -1.21 0.64 -1.00
C 2.127 -3.368 -5.718 2.39 0.22 0.91
C 1.276 -2.945 -6.856 -1.86 -1.19 -1.62
N 0.616 -1.549 -6.813 1.44 0.48 0.85
C -0.461 -1.421 -5.719 2.69 -0.99 2.87
C -1.680 -0.924 -6.364 -1.20 -0.25 -0.43
C -1.533 -1.563 -7.774 -0.14 -1.64 1.34
C -0.102 -1.250 -8.080 0.85 -1.63 -1.53
C 1.651 -0.427 -6.580 -0.84 0.31 1.50
C 2.764 -0.264 -7.570 -1.48 -0.27 -2.13
C 3.607 0.944 -7.235 1.77 -2.14 0.58
H 1.537 -5.957 -7.137 0.26 -0.06 -0.28
H 1.099 -5.745 -5.464 0.68 -0.22 -0.28
H 2.519 -6.817 -5.869 -0.80 0.80 -0.52
H 3.620 -4.571 -6.815 -0.30 0.04 -0.32
H 3.612 -4.782 -5.160 0.12 -0.36 0.91
H 2.953 -2.651 -5.465 -0.92 0.04 -0.49
H 1.600 -3.523 -4.803 -0.68 0.00 0.48
H 0.428 -3.715 -7.108 1.22 1.49 0.96
H 1.880 -3.022 -7.759 0.09 0.64 -0.19
H -0.025 -0.712 -4.942 -0.65 -0.85 -0.91
H -0.513 -2.428 -5.202 -0.30 0.98 -0.83
H -1.606 0.168 -6.350 -0.45 -0.02 -0.45
H -2.555 -1.247 -5.762 0.34 0.25 -0.65
H -2.228 -1.338 -8.550 -0.50 0.62 -0.40
H -1.587 -2.708 -7.651 -0.12 1.59 -0.03
H 0.145 -0.246 -8.406 -0.35 0.16 0.11
H 0.324 -1.964 -8.820 -0.39 0.71 0.15
H 1.977 -0.464 -5.516 0.23 -0.63 -0.75
H 1.049 0.483 -6.527 -0.18 0.05 -0.37
H 2.342 -0.080 -8.603 0.11 -0.23 0.93
H 3.274 -1.212 -7.707 0.70 0.07 0.35
H 3.906 0.785 -6.185 0.43 0.48 -0.36
H 3.057 1.843 -7.275 -0.56 1.09 -0.34
H 4.493 0.909 -7.918 -0.69 0.54 0.78
C 4.687 1.698 4.126 0.78 -1.39 0.73
C 3.893 0.404 3.762 0.45 1.05 -0.22
C 3.685 -0.689 4.816 1.24 0.05 -0.17
C 3.022 -1.838 4.121 -0.66 -0.34 -0.95
N 2.461 -2.923 4.979 1.11 -0.83 -0.82
C 1.308 -2.535 5.821 0.43 -1.45 1.29
C 0.363 -3.774 5.832 -0.71 0.75 0.27
C 0.886 -4.841 4.877 0.86 1.17 -1.97
C 1.904 -3.946 4.012 -1.10 -1.21 0.21
C 3.586 -3.578 5.745 -0.53 -0.38 0.06
C 4.498 -4.424 4.893 -1.64 -0.38 -1.11
C 5.621 -4.892 5.713 2.88 -0.60 1.18
H 5.686 1.338 4.445 -0.12 0.55 -0.54
H 4.362 2.262 4.997 -0.65 -0.16 0.09
H 4.745 2.411 3.299 0.14 -0.39 -0.03
H 4.367 -0.037 2.878 0.20 -0.07 0.22
H 2.951 0.724 3.371 -1.08 0.11 -0.10
H 3.116 -0.357 5.671 -0.24 0.28 0.30
H 4.668 -1.048 5.167 -0.21 0.40 0.11
H 3.743 -2.365 3.437 -0.97 0.89 0.33
H 2.111 -1.492 3.599 0.79 -0.07 -0.13
H 1.681 -2.216 6.809 -0.20 -0.29 -0.34
H 0.821 -1.724 5.378 -0.67 1.31 -0.87
H 0.302 -4.201 6.794 0.15 -0.38 1.37
H -0.657 -3.407 5.663 0.32 -0.25 -0.50
H 1.368 -5.666 5.428 -0.03 0.34 -0.41
H 0.140 -5.254 4.145 0.57 0.41 0.96
H 2.734 -4.462 3.521 -0.59 0.27 0.10
H 1.333 -3.401 3.243 0.13 -0.15 0.50
H 3.106 -4.224 6.459 -0.17 -0.13 0.62
H 4.210 -2.847 6.265 -0.54 0.20 -0.04
H 4.757 -3.841 3.994 0.61 -0.36 0.41
H 3.976 -5.335 4.472 0.46 0.88 0.68
H 6.224 -4.100 6.218 -0.41 -0.06 -0.77
H 6.317 -5.411 5.013 -0.25 0.04 0.92
H 5.407 -5.532 6.613 -0.37 0.16 -1.26
C -3.159 2.657 -2.943 0.67 0.56 -0.33
C -2.528 3.524 -1.847 0.18 -0.16 -0.16
C -2.576 5.041 -2.002 -0.21 -1.00 -1.02
C -1.857 5.374 -3.299 0.74 0.04 -0.67
N -1.606 6.866 -3.505 0.04 -0.08 0.59
C -0.755 7.217 -4.701 -0.35 1.21 0.07
C -0.058 8.574 -4.347 -1.01 0.31 0.24
C -0.096 8.681 -2.810 0.64 -1.43 0.91
C -0.707 7.361 -2.330 -1.79 0.22 -0.16
C -2.920 7.614 -3.582 0.59 0.96 -0.23
C -3.879 7.170 -4.648 1.06 -0.84 -0.86
C -5.110 8.023 -4.655 -1.45 -0.43 -1.27
H -4.186 2.942 -3.238 0.40 -0.18 0.38
H -3.086 1.643 -2.593 -0.54 -0.57 0.24
H -2.543 2.637 -3.835 0.10 0.26 -0.43
H -1.517 3.193 -1.577 -0.08 0.01 -0.35
H -3.120 3.353 -0.994 -0.64 -0.43 1.41
H -2.147 5.471 -1.106 0.26 0.30 -0.06
H -3.635 5.247 -2.044 -0.42 0.67 -0.10
H -2.362 5.022 -4.223 0.07 0.11 0.79
H -0.888 4.820 -3.261 -0.34 0.82 -0.16
H -1.291 7.206 -5.679 0.24 -0.05 0.99
H -0.015 6.473 -4.675 0.95 -1.07 -0.35
H -0.597 9.447 -4.737 0.19 -0.38 -0.30
H 0.957 8.599 -4.724 0.08 -0.07 -0.19
H -0.658 9.496 -2.377 -0.17 0.37 -0.43
H 0.891 8.712 -2.325 -0.13 0.24 -0.44
H -1.385 7.467 -1.473 0.41 0.05 -0.22
H -0.025 6.554 -2.091 0.24 -0.01 -0.24
H -2.653 8.671 -3.748 -0.10 -0.36 0.22
H -3.488 7.535 -2.675 0.36 -0.04 0.93
H -4.132 6.121 -4.453 -0.34 0.22 0.00
H -3.381 7.126 -5.632 -0.26 0.34 0.21
H -5.767 7.707 -5.480 0.54 0.44 -0.34
H -5.073 9.106 -4.632 0.68 0.08 -0.23
H -5.778 7.748 -3.889 -0.47 -0.28 1.72
C -5.004 2.972 3.191 -0.38 -0.53 0.03
C -4.408 3.612 4.442 1.41 1.23 -0.94
C -3.097 4.472 4.067 -0.75 -0.14 -1.17
C -2.529 5.164 5.279 0.13 -0.46 0.94
N -1.262 5.982 5.111 0.55 -0.84 0.74
C -1.485 7.011 4.029 0.87 0.64 -0.55
C -0.999 8.315 4.685 -0.76 1.49 -1.08
C -1.457 8.229 6.100 1.06 -1.73 1.98
C -1.041 6.772 6.429 -0.16 -0.48 -0.25
C -0.096 4.974 4.858 -1.26 -0.13 0.36
C 1.249 5.624 4.548 -0.17 0.66 -0.73
C 2.447 4.677 4.602 -0.02 -1.15 -0.16
H -5.957 2.471 3.535 1.01 0.27 -0.82
H -4.273 2.240 2.782 -0.70 0.18 0.25
H -5.230 3.682 2.360 0.06 -0.31 0.82
H -4.168 2.837 5.174 0.18 0.07 -0.08
H -5.140 4.267 4.900 -0.12 0.26 0.16
H -3.351 5.297 3.324 -0.02 -1.39 0.59
H -2.354 3.791 3.551 -0.81 0.75 0.65
H -2.351 4.420 6.060 0.38 0.03 -0.02
H -3.220 5.859 5.750 -0.42 0.12 -0.33
H -0.852 6.792 3.123 -1.21 -0.13 0.85
H -2.589 6.999 3.839 1.22 0.34 -0.14
H 0.100 8.455 4.608 -0.67 -0.24 0.02
H -1.492 9.217 4.266 0.51 -0.60 -0.38
H -0.902 8.859 6.814 -0.41 0.12 -0.44
H -2.529 8.321 6.287 0.09 0.30 -0.39
H 0.018 6.652 6.707 -0.44 0.27 -0.21
H -1.648 6.266 7.182 0.15 0.20 0.01
H -0.547 4.395 4.035 1.01 0.12 0.08
H -0.121 4.306 5.752 0.27 0.62 -0.44
H 1.457 6.495 5.178 -0.13 -0.30 0.38
H 1.127 6.072 3.570 0.26 -0.07 -0.44
H 3.459 5.115 4.359 -1.33 -0.18 0.55
H 2.345 3.772 3.954 -0.17 0.85 0.05
H 2.382 4.237 5.604 0.81 0.17 0.08
B -1.521 -1.468 3.684 -2.15 -0.49 -0.15
F -2.581 -1.881 4.549 0.89 0.18 0.07
F -2.113 -0.933 2.551 -0.36 0.36 -0.94
F -0.709 -0.502 4.213 0.93 0.64 1.09
F -0.780 -2.587 3.308 0.73 -0.71 -0.07
B 4.003 -2.905 0.594 0.31 -2.08 -1.39
F 2.668 -2.812 0.052 0.43 -0.32 0.12
F 4.347 -1.733 1.124 0.48 1.60 0.71
F 4.056 -3.953 1.549 -0.65 -0.10 0.57
F 4.908 -3.365 -0.407 -0.62 0.56 -0.10
B -1.167 -4.921 -3.691 0.03 -0.27 -0.54
F -1.498 -4.827 -5.084 0.03 0.34 1.13
F 0.177 -4.444 -3.544 0.00 -0.21 0.14
F -1.951 -4.075 -2.850 -0.01 -0.50 -0.58
F -1.249 -6.274 -3.298 0.04 0.77 0.10
B 1.353 1.682 -3.399 0.54 0.52 2.07
F 2.661 2.058 -3.624 1.38 0.22 -0.58
F 0.966 2.331 -2.197 -0.44 0.49 0.38
F 0.561 2.072 -4.411 -1.13 -0.11 -1.41
F 1.334 0.328 -3.067 -0.31 -1.22 -0.52
B 0.365 5.403 0.855 -1.00 0.08 -2.66
F -0.593 4.972 1.754 -0.48 -0.23 0.28
F 1.598 5.344 1.408 1.32 0.06 0.55
F 0.350 4.589 -0.376 0.09 0.16 1.05
F 0.041 6.694 0.367 0.12 0.14 0.67